1.
{"formula": "C40H95NO19", "method": "ωB97M-V/def2-TZVPD", "multiplicity": 1, "e_above_lowest_kcal_mol": 152.7, "homo_energy_ev": -9.049, "lumo_energy_ev": 0.575, "smiles": "COC[C@H](C)N.COCCOCCOC.COCCOCCOC.COCCOCCOC.COCCOCCOC.COCCOCCOC.COCCOCCOC", "gap_ev": 9.624, "elements": ["C", "O", "C", "C", "C", "N", "H", "H", "H", "H", "H", "H", "H", "H", "H", "H", "H", "C", "O", "C", "C", "O", "C", "C", "O", "C", "H", "H", "H", "H", "H", "H", "H", "H", "H", "H", "H", "H", "H", "H", "C", "O", "C", "C", "O", "C", "C", "O", "C", "H", "H", "H", "H", "H", "H", "H", "H", "H", "H", "H", "H", "H", "H", "C", "O", "C", "C", "O", "C", "C", "O", "C", "H", "H", "H", "H", "H", "H", "H", "H", "H", "H", "H", "H", "H", "H", "C", "O", "C", "C", "O", "C", "C", "O", "C", "H", "H", "H", "H", "H", "H", "H", "H", "H", "H", "H", "H", "H", "H", "C", "O", "C", "C", "O", "C", "C", "O", "C", "H", "H", "H", "H", "H", "H", "H", "H", "H", "H", "H", "H", "H", "H", "C", "O", "C", "C", "O", "C", "C", "O", "C", "H", "H", "H", "H", "H", "H", "H", "H", "H", "H", "H", "H", "H", "H"], "coordinates": [[-3.250911, 3.655067, -3.891040], [-3.743284, 4.980659, -4.129723], [-3.570206, 5.921068, -3.005695], [-3.499545, 7.432497, -3.442140], [-2.491953, 7.937402, -4.507115], [-3.263592, 8.293418, -2.326070], [-3.045257, 3.223189, -4.870465], [-4.168600, 3.093812, -3.715181], [-2.423479, 3.540264, -3.190830], [-4.333843, 5.890585, -2.228512], [-2.668983, 5.549154, -2.518264], [-4.482119, 7.793495, -3.745979], [-1.548243, 8.298259, -4.098094], [-2.858343, 8.852818, -4.971717], [-2.321333, 7.178288, -5.270485], [-3.319840, 9.273969, -2.561576], [-3.932244, 8.094127, -1.595815], [6.420094, 6.550172, 5.307174], [5.233427, 7.166392, 4.824551], [5.339909, 8.583945, 5.207881], [3.978416, 9.289276, 4.988777], [2.906563, 8.259077, 4.798981], [1.791324, 8.850704, 4.076081], [0.583008, 7.816867, 4.221855], [1.198391, 6.479081, 4.288345], [0.194704, 5.482076, 4.116363], [7.204752, 6.946532, 4.662721], [6.357586, 5.465325, 5.221695], [6.702999, 6.870265, 6.309965], [6.119725, 9.038027, 4.596506], [5.763206, 8.891102, 6.164212], [4.070917, 9.959470, 4.134142], [3.600453, 9.907881, 5.802770], [2.097974, 9.098175, 3.059797], [1.451101, 9.767093, 4.558348], [-0.169891, 7.972522, 3.449189], [0.096462, 8.104011, 5.154013], [-0.557922, 5.602270, 4.895589], [0.708764, 4.529404, 4.243899], [-0.135044, 5.558601, 3.080263], [-1.364136, -4.869027, -2.435967], [-1.692720, -3.762011, -3.396140], [-1.938578, -2.429331, -2.857310], [-2.166582, -1.564551, -4.133013], [-1.002482, -1.421528, -4.972326], [0.194121, -0.828935, -4.558579], [1.245275, -0.601007, -5.591004], [0.516578, 0.180594, -6.519284], [1.101567, 0.135498, -7.788407], [-0.343341, -4.782316, -2.063734], [-1.397492, -5.814779, -2.976838], [-2.019988, -4.929108, -1.567435], [-1.020862, -2.129215, -2.351510], [-2.724904, -2.494166, -2.105257], [-2.561499, -0.590107, -3.845614], [-2.985375, -2.087022, -4.627685], [0.571942, -1.514842, -3.800358], [0.014355, 0.144448, -4.102176], [1.659410, -1.533206, -5.975173], [2.081729, -0.031105, -5.186465], [0.701088, -0.520984, -8.560902], [2.173549, -0.060416, -7.764955], [0.954439, 1.109897, -8.254251], [-1.295393, -1.774942, 1.380912], [-2.273364, -1.461672, 0.393436], [-3.379358, -0.618361, 0.795166], [-3.712174, 0.292267, -0.366163], [-2.557040, 1.116276, -0.719467], [-2.294260, 2.148783, 0.233581], [-1.146095, 3.111668, -0.237789], [-1.044985, 4.189255, 0.765342], [-0.890401, 5.506674, 0.195897], [-0.554437, -1.009927, 1.612984], [-0.750966, -2.652201, 1.031455], [-1.691510, -1.981572, 2.375145], [-3.090848, 0.002532, 1.643305], [-4.312025, -1.134667, 1.022439], [-4.674086, 0.804923, -0.362232], [-3.865284, -0.398565, -1.195265], [-1.989371, 1.615084, 1.133755], [-3.205853, 2.726290, 0.387136], [-1.237064, 3.554836, -1.229472], [-0.266890, 2.482090, -0.374679], [-1.804822, 5.927507, -0.222228], [-0.091009, 5.571636, -0.542240], [-0.688122, 6.139634, 1.059924], [2.509725, -9.520018, -3.719451], [2.266378, -9.240423, -2.295903], [3.402829, -8.937353, -1.517496], [3.035488, -8.485106, -0.132593], [2.456593, -7.261563, -0.162071], [1.371231, -6.919466, 0.740571], [1.240409, -5.369392, 0.821949], [0.527748, -4.910618, 1.944952], [-0.796227, -5.269899, 1.978208], [3.221838, -8.887202, -4.249119], [1.549633, -9.266291, -4.168859], [2.928516, -10.481436, -4.016756], [3.895805, -8.035774, -1.881131], [4.142097, -9.736204, -1.459126], [3.917094, -8.610309, 0.496055], [2.351621, -9.301372, 0.100076], [1.839585, -7.338210, 1.631304], [0.497241, -7.498143, 0.441605], [0.892434, -5.080477, -0.169793], [2.241277, -4.938447, 0.796632], [-0.667146, -6.089651, 2.684923], [-1.184660, -5.649969, 1.033343], [-1.468670, -4.481990, 2.317497], [-6.064501, -3.335193, 6.376212], [-5.228826, -2.266722, 6.014159], [-5.708039, -1.401479, 4.992153], [-4.480612, -1.038708, 3.990490], [-3.344252, -0.346367, 4.630258], [-2.480618, -1.251486, 5.320110], [-1.014429, -0.735730, 5.464315], [-0.533830, -0.428935, 4.142930], [-0.428391, 0.951897, 3.877238], [-5.680410, -3.954607, 7.186701], [-6.197287, -4.025848, 5.543462], [-7.083808, -2.995170, 6.559269], [-6.047090, -0.487605, 5.479981], [-6.620177, -1.875502, 4.629644], [-4.820448, -0.290282, 3.274624], [-4.102035, -1.836135, 3.351047], [-2.287965, -2.241207, 4.906058], [-2.776244, -1.454394, 6.349453], [-0.452568, -1.547375, 5.926517], [-0.944680, 0.141716, 6.107214], [0.170338, 1.050375, 2.971735], [0.166572, 1.344666, 4.701768], [-1.417894, 1.374510, 3.702925], [4.905076, -6.518869, -5.149574], [3.832733, -5.681576, -4.889147], [3.546614, -5.571823, -3.543871], [3.220284, -4.163025, -3.144691], [3.983139, -3.774406, -2.003783], [3.411333, -2.930126, -1.003422], [3.417391, -1.471919, -1.565547], [3.094163, -0.405530, -0.715811], [1.818044, -0.422541, -0.240224], [4.776905, -7.565001, -4.871571], [5.793598, -6.057030, -4.719059], [4.890672, -6.535311, -6.239352], [4.435429, -5.836623, -2.971178], [2.910541, -6.428772, -3.322175], [2.137493, -4.190057, -3.022529], [3.371299, -3.401863, -3.910144], [4.133958, -2.951159, -0.187649], [2.420166, -3.279276, -0.713967], [2.998577, -1.302164, -2.557459], [4.470484, -1.305258, -1.792124], [1.250458, -0.351510, -1.168068], [1.471256, 0.487452, 0.249420], [1.700870, -1.345386, 0.327869]], "forces_ev_per_angstrom": [[-1.8763, 0.1422, -1.2967], [0.4447, 1.7807, 1.1553], [0.9989, -0.1752, -1.2792], [0.0448, 0.5928, -1.2238], [-0.2228, -0.6889, -0.2403], [0.8020, -0.2632, 2.4350], [0.9114, 0.3749, -0.1327], [0.2575, -0.5274, 1.3389], [-0.2538, 0.1014, 0.0537], [-0.6024, -0.4411, -0.2060], [0.4037, 0.6734, 0.1807], [-0.4585, -1.1559, -0.9989], [0.1472, -0.6808, 0.4412], [-0.4900, -0.1766, -0.2374], [0.0800, 0.1704, -0.1106], [-0.0839, -0.0868, -0.1290], [-0.1125, 0.2962, 0.2494], [0.2839, 0.4787, -0.9091], [0.3776, 1.7569, 2.1709], [-0.7183, -0.2414, -1.1452], [-1.3578, -1.5664, -0.4022], [0.6105, 2.3613, -0.6829], [-0.2146, -1.6924, 1.0375], [2.7608, 0.0892, 0.2834], [-1.5380, 1.7965, -0.2852], [1.2218, 0.3573, -0.0229], [0.6220, -0.4236, -0.1046], [-0.1360, 0.1642, 0.0113], [-0.3654, -0.2479, 0.3238], [-0.1460, 0.0633, -0.8436], [-0.4214, -1.2671, 0.9113], [-0.2874, -0.2048, -0.3879], [0.5646, 0.0077, 0.3874], [-0.1022, -0.2911, -0.2157], [0.0857, 0.2962, 0.0882], [0.1653, -0.4385, -0.4620], [-0.0606, -0.5438, 0.3648], [-0.4575, -0.1550, -0.2896], [-0.1514, -0.0623, 0.0246], [-0.7380, -0.2835, 0.1751], [-0.0653, 1.6247, -1.1282], [0.0486, -1.5282, 1.3860], [1.4947, -1.2848, -0.9969], [0.7954, -0.0408, 1.5348], [-1.4768, -0.7855, -1.5063], [-0.3340, -0.6186, 2.8971], [-1.5087, -0.1270, -0.3358], [0.8549, -0.5829, -1.0316], [0.3780, 1.2472, -1.1997], [0.1681, 0.3572, -0.0103], [-0.2683, 0.2656, -0.2430], [-0.3414, 0.2842, -0.0987], [0.0183, 0.3312, 0.2816], [-0.3530, 0.4761, -0.2606], [0.1587, 0.3126, 0.1329], [0.5207, 0.0745, -0.8561], [0.6217, 0.2386, 0.5074], [-0.2299, 0.2069, 0.2612], [-0.2679, -0.1250, -0.4874], [0.0637, 0.1140, 0.3039], [-0.5725, -0.7979, 0.5964], [0.1646, 0.0752, 0.2129], [0.1877, 0.3008, 0.1236], [-0.0733, -0.1707, 0.2859], [-0.8368, 0.3570, 0.4486], [0.7674, 0.6940, -0.1336], [1.6990, -0.4410, -1.1599], [-1.1055, 0.0549, -0.2737], [0.2170, 0.1097, -0.8767], [-0.7380, 0.0253, 0.8231], [0.1972, -0.8797, -1.5822], [-0.1987, -0.4209, 0.8926], [-0.0758, 0.5371, -0.5791], [-0.0858, 0.0168, -0.0800], [-0.5046, -0.2511, -0.0486], [0.0104, -0.2632, 0.3566], [0.1929, -0.6420, 0.2465], [0.1503, 0.6116, 0.8037], [0.4241, 0.0752, -0.4352], [0.1440, 0.6851, 0.4619], [-0.0510, 0.1505, 0.2936], [-0.8401, 0.0124, -0.0210], [0.5900, 0.2507, 0.7172], [-0.2678, -0.4116, -0.3037], [0.1139, -0.0934, 0.0840], [0.3831, 0.0556, -0.1480], [-0.3596, 1.0572, 0.6038], [0.7163, -0.6190, -1.2916], [0.8988, 1.3771, -0.5589], [-0.7749, -2.9417, -0.2918], [-0.8437, 2.8144, -1.0849], [2.3799, -0.9321, 0.4129], [0.6994, -1.2872, -0.7311], [2.2266, 1.7988, -1.6246], [-0.6940, -1.6014, 0.6686], [0.1892, 0.8953, 0.7320], [0.0362, -0.6577, -0.1591], [-0.6476, -0.6830, 0.8025], [0.3810, -0.0396, -0.8773], [-0.0852, -0.3360, -0.0949], [0.1446, 0.4572, 0.3351], [-0.6113, 0.0566, 1.0333], [-1.1110, 0.2971, 1.0336], [-0.2899, 0.2988, 0.1078], [-0.9972, 0.4643, 0.0325], [0.1016, -0.1952, 0.7272], [-1.7770, -0.4078, 0.2653], [0.0494, 0.0044, -0.2052], [0.2956, 0.0604, 0.2218], [-0.7307, -0.2427, -1.0292], [0.9186, -0.1308, 0.5749], [1.6209, -0.1453, 0.2412], [-0.6439, 1.0398, 0.8776], [-0.7721, -2.0057, -0.0943], [1.7868, 0.3635, 1.2700], [-1.5082, 0.6480, -1.4392], [0.2049, -0.9760, 0.7201], [0.5100, -0.7238, -0.0192], [0.2172, 0.6498, 0.1925], [0.1990, -0.2145, -0.4051], [-0.1031, 0.1521, 0.6232], [0.2002, 0.3564, -0.1105], [0.2346, 0.1247, -1.2050], [-0.3860, 0.0881, 0.1621], [-0.0782, -0.5508, 0.5470], [-0.9075, -0.0334, -0.9135], [-0.6583, 0.1186, 0.0667], [0.2392, -0.0220, -0.2117], [-0.0172, 0.1450, 0.0248], [-0.0488, 0.0542, -0.0974], [-0.3607, 0.8977, -0.0399], [0.0578, 0.4418, 0.3764], [-0.0591, 0.2003, -1.3811], [-0.5965, 0.5279, -0.9232], [1.6898, -1.0038, 0.6218], [-1.3688, 0.6020, 0.4387], [-0.2279, -0.5124, 0.3887], [-0.0848, 0.8516, -1.4470], [1.4776, 0.1174, -0.1045], [2.5620, 0.6071, 0.5364], [-1.5294, -0.2503, -1.1623], [-0.0631, -0.0411, 0.6328], [0.4200, -0.4310, -0.1365], [0.8357, -0.0263, -0.1024], [0.4799, 0.1639, 0.2222], [-1.0967, 0.6235, 0.6162], [-0.3399, 0.6273, 0.8857], [0.3266, -0.4886, -0.5336], [-0.3457, -0.1107, 0.2278], [-0.0071, -0.0707, 0.1115], [-1.0152, -0.5614, -0.0600], [0.2435, -0.0299, 0.1420], [-1.2852, -0.8374, 0.0408], [0.8406, -0.0525, 0.6870], [-0.9146, 0.2094, 0.2484]]}


2.
{"formula": "C5H7N", "method": "ωB97M-V/def2-TZVPD", "multiplicity": 1, "e_above_lowest_kcal_mol": 16.1, "homo_energy_ev": -7.922, "lumo_energy_ev": 1.037, "smiles": "Cc1ccc[nH]1", "gap_ev": 8.959, "elements": ["C", "C", "C", "C", "C", "N", "H", "H", "H", "H", "H", "H", "H"], "coordinates": [[2.152071, 0.019827, 0.070878], [0.628620, 0.078178, -0.059004], [-0.204996, 1.141035, -0.022299], [-1.536641, 0.684090, -0.026637], [-1.444959, -0.696214, 0.029247], [-0.087497, -1.078188, -0.031080], [2.505769, -0.982947, -0.282435], [2.380285, 0.378799, 1.114240], [2.577275, 0.805133, -0.616160], [0.115202, 2.231618, -0.149724], [-2.489388, 1.222958, 0.166634], [-2.309063, -1.422787, 0.257719], [0.267826, -2.046962, -0.225825]], "forces_ev_per_angstrom": [[-0.7384, 1.2494, -0.7875], [2.2910, -0.6636, 0.0877], [0.4274, 3.0644, -0.9098], [-0.9182, -1.3492, 1.0740], [-1.3914, -1.2601, 0.1990], [-1.7307, -0.7196, -0.0019], [0.0641, 0.9215, 0.8857], [0.2950, -1.0681, -0.9839], [-0.2082, -0.8633, 0.6140], [-0.3941, -1.8446, 0.4849], [1.0560, -0.3371, -0.4662], [1.8347, 1.0844, -0.7323], [-0.5872, 1.7859, 0.5363]]}


3.
{"formula": "C3H16NO4", "method": "ωB97M-V/def2-TZVPD", "multiplicity": 1, "charge": 1, "e_above_lowest_kcal_mol": 20.0, "homo_energy_ev": -13.753, "lumo_energy_ev": -2.914, "gap_ev": 10.839, "elements": ["C", "C", "C", "O", "N", "H", "H", "H", "H", "H", "H", "H", "H", "H", "H", "H", "H", "O", "H", "H", "O", "H", "H", "O"], "coordinates": [[-1.098472, -0.614394, 0.120892], [-1.595625, 0.700345, 0.690963], [-2.134856, 1.604110, -0.449264], [-2.567597, 0.847127, -1.554036], [0.236425, -1.075428, 0.721158], [-0.830848, -0.479843, -0.912370], [-1.788226, -1.452214, 0.089244], [-2.408917, 0.549483, 1.405496], [-0.804746, 1.156620, 1.290336], [-2.914555, 2.310298, -0.164354], [-1.299349, 2.214871, -0.787172], [-3.434381, 0.453233, -1.436339], [0.699323, -0.209705, 0.991481], [0.816650, -1.346386, -0.080627], [0.095030, -1.843669, 1.362089], [2.612126, -3.225355, 0.415882], [3.346540, -1.957541, 0.956250], [2.488369, -2.322356, 0.726643], [2.129344, -1.090037, -1.943722], [1.033629, -1.654050, -2.918838], [1.225954, -1.404761, -2.011098], [1.958307, 3.408703, 0.561816], [2.471986, 2.773871, 1.786965], [1.763891, 2.657075, 1.138603]], "forces_ev_per_angstrom": [[0.7689, -0.1720, -0.6227], [-1.1230, -0.1295, 0.5772], [0.5338, 0.1655, 0.1039], [0.2631, -0.2143, -0.5706], [-1.5472, 1.1258, -1.8197], [-0.0478, 0.2640, -0.4419], [-0.0775, 0.0073, 0.5144], [0.0573, -0.2753, 0.0282], [0.0297, 0.4134, -0.3029], [0.0306, -0.1609, 0.5243], [0.0031, -0.0168, -0.3475], [-0.1947, 0.2074, 0.2679], [0.1734, -0.3580, 1.2614], [-0.0890, -0.8483, 0.0949], [0.7553, 0.3081, 0.6035], [0.3118, 0.0470, 0.0499], [0.2216, -0.2881, 0.0213], [-0.0844, 0.0516, -0.0360], [0.1936, -0.0717, -0.4502], [0.1992, 0.0929, -0.0756], [-0.3127, 0.0129, 0.6267], [-0.3802, -0.1575, -0.2141], [-0.2171, -0.3033, 0.1897], [0.5325, 0.2998, 0.0177]]}